Record 1
One molecule with the formula C5H13NOS. Source: the OMol25 dataset; level of theory: wB97M-V/def2-TZVPD.

Atoms and positions in Å:
S  -1.877487  2.681913  -0.793209
O  0.305646  -3.710619  0.800674
N  1.060131  -1.468745  1.292171
C  -1.055795  1.067011  -0.700856
C  1.350704  0.776184  0.239239
C  1.776229  -0.704279  0.275965
C  -0.023582  -2.292946  0.877951
C  0.444353  1.097104  -0.988816
H  0.875158  -3.941880  0.054482
H  -1.554611  0.388118  -1.373205
H  2.833985  -0.757446  0.535967
H  0.752799  0.926426  1.135905
H  -0.348126  -1.987530  -0.103609
H  0.796953  0.551736  -1.871488
H  0.650090  2.121142  -1.315894
H  2.194637  1.457730  0.169582
H  -2.693313  2.476458  -1.834119
H  1.679709  -1.943454  1.928960
H  -0.796610  -2.324159  1.623296
H  -1.308033  0.655677  0.282173
H  1.683941  -1.150191  -0.717594

Cartesian forces, eV/Å:
-0.093 0.311 0.077
-0.003 0.058 0.089
-0.006 0.259 -0.290
-0.330 -0.875 -0.079
-0.904 -0.410 -1.228
0.529 0.158 0.576
1.100 -1.521 -0.025
0.745 1.157 0.356
-0.117 0.468 0.087
-0.311 -0.084 -0.414
0.089 0.014 -0.077
0.345 0.407 0.188
-0.512 0.479 -0.201
-0.523 -0.505 0.190
0.080 0.071 0.263
0.196 -0.123 0.386
0.101 -0.139 -0.027
-0.131 -0.090 0.093
-0.586 0.282 0.112
0.406 0.169 0.009
-0.074 -0.088 -0.083

Output
- HOMO (eV) = -9.1
- charge = 0
- M (g/mol) = 135.23
- spin multiplicity = 1
- Kohn-Sham gap (eV) = 9.85
- energy above the lowest of the compared OMol25 structures with the same formula, charge and spin (kcal/mol) = 32.8
- LUMO energy (eV) = 0.787

***

Record 2
C11H12Cl2Pr as an isolated structure. Source: the OMol25 dataset; level of theory: wB97M-V/def2-TZVPD.

Atoms and positions in Å:
Pr  0.007490  -0.285835  0.379107
Cl  1.027304  -0.913465  2.646849
Cl  1.348318  -2.840640  -1.135373
C  -2.447030  -0.814167  1.204441
C  -2.459339  1.180435  0.028374
C  -2.462525  -1.116715  -0.196367
C  -2.428252  0.111280  -0.920048
C  2.811526  0.348288  -0.013648
C  -2.467832  0.614169  1.339038
C  1.987685  2.480471  -0.283084
C  2.722644  1.633484  0.585591
C  1.565793  1.726782  -1.419976
C  2.166683  0.426011  -1.303515
C  0.019646  -2.796251  -0.062067
H  -2.489720  0.207719  -2.005603
H  -0.843273  -3.260166  -0.554295
H  3.314317  -0.535570  0.407704
H  3.249498  1.955022  1.473797
H  2.253143  -0.310253  -2.105413
H  -2.566473  1.163253  2.278154
H  1.927311  3.560320  -0.152049
H  0.283569  -3.196552  0.931474
H  -2.622067  2.232300  -0.213470
H  -2.449697  -2.110449  -0.642534
H  -2.444420  -1.538697  2.022827
H  0.995701  2.079228  -2.289911

Cartesian forces, eV/Å:
1.406 0.561 -1.021
0.116 -0.173 1.037
1.854 -0.310 -1.302
-0.711 0.443 -0.540
-0.124 -0.588 0.167
-0.287 0.412 0.280
-0.543 -0.129 0.670
0.001 0.167 -0.852
-0.166 -0.503 -0.520
-0.058 -0.373 0.098
-0.302 -0.263 -0.888
0.746 -0.470 0.141
-0.045 0.452 0.635
-1.946 0.774 1.508
0.161 0.010 0.393
0.410 -0.242 0.441
-0.235 0.586 -0.335
-0.280 -0.122 0.135
-0.378 0.143 0.463
0.231 -0.200 -0.375
-0.442 -0.299 0.027
-0.163 -0.289 -0.621
0.416 -0.333 0.111
-0.120 0.482 0.244
0.059 0.310 -0.353
0.401 -0.049 0.458

Output
- HOMO (spin up / spin down) (eV) = -3.9 / -3.9
- charge = -1
- M (g/mol) = 356.03
- expectation value of S² = 2.005
- spin multiplicity = 3
- Kohn-Sham gap (spin up / spin down) (eV) = 6.81 / 6.79
- energy above the lowest of the compared OMol25 structures with the same formula, charge and spin (kcal/mol) = 3.2
- LUMO energy (spin up / spin down) (eV) = 2.883 / 2.884

***

Record 3
C14H13LiN2O4 as an isolated structure. Source: the OMol25 dataset; level of theory: wB97M-V/def2-TZVPD.

Atoms and positions in Å:
O  -1.270221  1.328746  1.898322
O  -3.106176  0.403915  -0.009641
O  0.030747  2.971735  1.010253
O  -2.287716  0.184076  -2.110800
N  0.823795  2.236429  -1.972174
N  -0.183801  1.808736  -1.421081
C  3.930907  2.578460  -5.079487
C  -0.313808  3.044996  -5.033046
C  3.216575  1.973465  -6.158810
C  0.786604  3.554122  -3.033336
C  1.837452  2.076371  -6.261943
C  1.123636  2.709397  -5.201604
C  1.805797  3.124768  -4.065772
C  -0.520112  3.533556  -3.772455
C  0.344029  3.431004  2.350826
C  -0.801025  1.893877  0.925298
C  -2.224814  0.638977  -0.832631
C  -1.003677  1.437835  -0.501086
C  -3.415263  -0.688009  -2.357835
C  3.217476  3.108474  -3.983431
Li  4.453899  4.721269  -5.085517
H  1.225229  1.688432  -7.112903
H  -1.458897  3.928734  -3.363549
H  -3.529745  -0.798459  -3.441250
H  1.014640  4.287580  2.233895
H  0.841485  2.640683  2.920511
H  -0.563006  3.733153  2.885526
H  3.699166  3.519991  -3.090141
H  5.035856  2.664589  -5.079759
H  1.027166  4.429786  -2.393441
H  -3.225995  -1.660254  -1.892527
H  3.764852  1.484618  -6.963185
H  -1.017946  2.905782  -5.857202
H  -4.321657  -0.284483  -1.893316

Cartesian forces, eV/Å:
0.337 1.207 -0.676
1.006 -0.078 -1.077
-0.131 0.154 0.301
-0.090 -0.175 -0.017
-0.553 -0.990 4.907
2.352 2.097 -4.220
-0.325 0.060 0.126
0.787 -0.595 -0.453
0.683 0.474 -0.340
-0.613 -0.025 -2.736
-1.560 0.375 0.806
-0.931 -0.342 -1.728
-0.407 1.245 2.237
1.445 0.811 -0.573
-0.229 -0.299 -0.366
0.345 -2.162 0.424
-0.932 1.039 1.466
-1.280 -0.754 1.509
0.084 0.147 0.329
-0.621 0.142 -0.532
-0.484 -0.222 -0.029
0.986 0.239 0.668
0.484 -0.468 -0.155
0.197 0.169 0.295
-0.177 -0.223 -0.109
-0.107 0.073 -0.118
0.144 -0.105 -0.172
0.069 -0.265 -0.144
-0.435 -0.716 -0.018
-0.272 -0.997 -0.012
0.014 0.088 -0.135
0.007 0.181 0.206
0.005 -0.087 0.580
0.203 0.002 -0.247

Output
- HOMO (eV) = -4.7
- charge = 0
- M (g/mol) = 280.21
- spin multiplicity = 1
- Kohn-Sham gap (eV) = 2.64
- LUMO energy (eV) = -2.034

***

Record 4
C16H31N2ORb as an isolated structure. Source: the OMol25 dataset; level of theory: wB97M-V/def2-TZVPD.

Atoms and positions in Å:
Rb  0.175820  -0.921096  -3.118345
O  0.774506  -2.763273  -6.581689
N  -1.211599  -4.163493  -6.713757
N  1.194468  -2.593573  -5.138332
C  1.671091  -2.875478  -1.639184
C  0.032697  -1.530974  1.146700
C  -2.545794  4.713159  3.095053
C  2.468523  -3.304155  -4.991141
C  1.176997  -1.099984  0.224759
C  2.904180  -3.332250  -2.439384
C  -0.051887  4.409202  2.471024
C  3.049627  -2.583959  -3.784349
C  -2.618999  2.146014  2.423946
C  -1.447102  4.905814  2.054975
C  -1.071974  -0.459406  1.261898
C  -3.148748  3.294506  3.290189
C  2.057683  -2.247310  -0.280167
C  -1.436967  1.371775  3.026575
C  -0.270932  -3.500894  -6.651520
C  -1.497032  -0.125365  2.706020
H  -2.979610  2.997315  4.323000
H  3.087429  -3.209923  -5.887738
H  1.136841  -2.140879  -2.227656
H  -0.486853  1.730120  2.639333
H  0.453089  -1.778564  2.117148
H  -3.430778  1.421009  2.352344
H  -4.223382  3.365915  3.151065
H  -0.397918  -2.439936  0.725809
H  0.681368  5.207369  2.405938
H  0.289674  3.624481  1.800469
H  2.805696  -4.390693  -2.658973
H  2.352721  -4.380405  -4.796794
H  0.768468  -0.534455  -0.611758
H  3.059543  -1.843355  -0.411400
H  2.132009  -3.046295  0.454170
H  4.091518  -2.306075  -3.929959
H  -1.740395  4.503777  1.088580
H  -3.363953  5.367442  2.796263
H  -1.370783  5.980862  1.894584
H  -2.409681  2.454117  1.401585
H  -1.945019  -0.822491  0.725822
H  -0.705553  0.451663  0.789079
H  0.992628  -3.715615  -1.502267
H  -0.897669  -0.683285  3.423047
H  -0.048512  4.022543  3.485817
H  -2.187568  5.109573  4.043060
H  1.808226  -0.414083  0.787859
H  -1.461476  1.467011  4.110042
H  3.821066  -3.197048  -1.872839
H  -2.519576  -0.471739  2.856750
H  2.483891  -1.667613  -3.835653

Cartesian forces, eV/Å:
-2.542 2.667 -2.680
-0.414 -0.415 -0.203
-0.658 -0.329 -0.113
0.130 0.211 0.092
0.382 -0.067 0.605
-0.187 0.119 -0.706
-0.293 -0.089 -0.375
-0.981 0.343 -0.406
0.061 -0.509 0.543
-0.358 0.259 -0.612
-0.182 -0.090 -0.389
0.784 -0.774 0.352
-0.140 -0.299 0.261
0.257 0.387 0.258
0.277 -0.371 0.599
0.614 0.204 -0.052
0.086 0.138 -0.526
-0.184 -0.493 -0.275
0.907 0.426 0.260
-0.203 0.072 -0.201
-0.203 -0.055 0.176
0.127 0.155 -0.026
2.034 -2.679 1.910
0.162 0.257 0.283
-0.016 -0.090 0.146
-0.157 -0.018 -0.108
-0.134 -0.005 0.008
-0.041 -0.218 0.169
0.088 0.107 0.083
0.120 -0.164 0.068
0.173 -0.174 0.004
0.083 -0.102 0.020
0.006 0.192 -0.021
0.183 -0.019 0.077
0.048 0.052 0.266
0.121 -0.096 -0.142
-0.056 -0.168 -0.075
-0.093 0.114 0.051
-0.065 0.112 -0.062
0.035 0.109 -0.107
-0.077 0.221 -0.309
-0.126 0.155 -0.142
-0.181 -0.018 0.074
0.232 -0.011 -0.005
0.040 -0.070 0.121
0.060 -0.025 0.147
0.003 0.269 -0.069
0.135 0.238 0.129
-0.016 -0.050 0.312
-0.104 -0.040 0.137
0.265 0.632 0.451

Output
- HOMO (eV) = -6.6
- charge = 0
- M (g/mol) = 352.90
- spin multiplicity = 1
- Kohn-Sham gap (eV) = 5.89
- LUMO energy (eV) = -0.676

***

Record 5
A 3-piece molecular cluster, C4H14NO2S overall. Source: the OMol25 dataset; level of theory: wB97M-V/def2-TZVPD.

Atoms and positions in Å:
S  1.632656  -1.899968  -0.034501
O  1.467783  -0.436345  -3.495401
O  -0.569424  -2.690287  -2.107689
N  -1.494943  1.785187  1.203360
C  -0.181957  1.345831  1.793672
C  1.147054  -0.788761  1.326460
C  -1.901891  1.174691  -0.046526
C  0.852228  0.633136  0.881226
H  -0.417193  0.651066  2.598284
H  1.368259  -1.377740  -3.629272
H  1.730290  1.273774  0.856732
H  0.247613  2.263790  2.189809
H  -2.746432  1.723980  -0.479390
H  1.987588  -0.729008  2.028087
H  0.385123  -1.273685  1.943252
H  -0.143295  -3.153454  -1.376831
H  1.884842  -0.367796  -2.627554
H  -2.262495  0.138577  -0.033684
H  0.443600  0.639276  -0.125505
H  -0.180526  -1.814867  -2.097321
H  -2.169911  1.661993  1.942736
H  -1.078964  1.240600  -0.709945

Cartesian forces, eV/Å:
0.256 0.059 -0.073
0.062 0.460 -0.204
-0.752 -0.650 -0.836
0.664 -0.157 0.102
-0.406 0.063 -0.284
1.167 -0.428 0.144
-1.287 0.042 0.395
-1.489 0.716 0.241
0.185 0.079 0.376
-0.055 -0.381 0.073
0.352 -0.307 -0.084
0.157 -0.069 0.353
0.197 0.260 0.052
0.118 -0.015 0.000
-0.543 0.382 -0.359
0.269 0.497 0.236
-0.065 -0.200 0.313
0.392 -0.238 0.311
0.361 -0.287 -0.078
0.294 0.181 0.464
-0.285 -0.032 -0.251
0.411 0.022 -0.890

Output
- HOMO (eV) = -3.0
- charge = -1
- M (g/mol) = 140.23
- spin multiplicity = 1
- Kohn-Sham gap (eV) = 6.66
- energy above the lowest of the compared OMol25 structures with the same formula, charge and spin (kcal/mol) = 21.4
- LUMO energy (eV) = 3.677

***

no.,strongest force on any atom (eV Å⁻¹),E (eV)
1,1.88,-19767.680
2,2.58,-50717.714
3,5.27,-26097.683
4,4.56,-22772.372
5,1.67,-20796.007